271
Properties=species:S:1:pos:R:3:mulliken_charge:R:1 method="wB97M-V/def2-TZVPD" charge=+4 e_lumo_ev=-5.3 gap_ev=9.355 total_energy_ha=-7908.76869
C -10.55130 -7.74809 1.34320 -1.168
C -11.04244 -7.40008 -0.07616 -0.463
N -12.12465 -6.37287 -0.11431 0.315
C -13.41968 -6.89706 0.33537 -0.895
C -11.70154 -5.19324 0.75634 -0.397
C -12.46674 -3.92591 0.45922 -1.325
C -12.26792 -5.97645 -1.54927 -0.917
C -11.06611 -5.64761 -2.38264 -0.891
O -10.20387 -4.70806 -1.79585 -0.199
C -9.23087 -4.17586 -2.68959 -0.808
H -11.40334 -8.08711 2.00187 0.291
H -10.12201 -6.86688 1.81079 0.335
H -9.83241 -8.55197 1.28721 0.417
H -11.31470 -8.18440 -0.80209 0.477
H -10.15405 -6.94697 -0.57227 0.289
H -13.43077 -7.20576 1.42502 0.355
H -13.66336 -7.79251 -0.21185 0.427
H -14.20489 -6.11272 0.29812 0.387
H -10.59605 -5.12808 0.71420 0.388
H -12.02695 -5.50026 1.79664 0.507
H -12.33675 -3.73114 -0.61394 0.305
H -11.88350 -3.26073 1.04837 0.436
H -13.52767 -3.94465 0.82226 0.321
H -12.87534 -5.09714 -1.47253 0.466
H -12.85025 -6.77778 -1.98842 0.468
H -11.47789 -5.38790 -3.37997 0.519
H -10.47290 -6.52805 -2.63737 0.493
H -9.67894 -3.44043 -3.37996 0.300
H -8.69583 -5.00343 -3.24588 0.324
H -8.40290 -3.77866 -2.06459 0.242
C 8.06123 8.34686 -3.27875 -1.470
C 7.81402 7.72547 -1.94226 -0.277
N 8.11253 6.20170 -1.90011 0.389
C 9.55723 5.99561 -2.33685 -1.045
C 8.03579 5.67890 -0.51109 -0.522
C 6.71030 5.87868 0.28121 -1.223
C 7.10616 5.48088 -2.72930 -0.870
C 7.38950 3.98772 -2.81749 -1.186
O 6.71238 3.40338 -1.75673 -0.070
C 6.62474 1.95330 -1.81201 -0.878
H 9.10816 8.41283 -3.55393 0.395
H 7.71985 9.34990 -3.28511 0.471
H 7.53717 7.88883 -4.10336 0.366
H 6.74529 7.68330 -1.69649 0.365
H 8.38040 8.22458 -1.15250 0.386
H 10.21797 6.62868 -1.76373 0.362
H 9.60284 6.17718 -3.41029 0.396
H 9.78883 4.91473 -2.14609 0.440
H 8.81271 6.22891 0.06388 0.613
H 8.33216 4.66331 -0.53680 0.522
H 6.45115 6.91124 0.51011 0.330
H 6.97394 5.29686 1.15997 0.423
H 5.90576 5.41347 -0.25485 0.227
H 7.15353 5.95180 -3.71023 0.612
H 6.09795 5.68108 -2.37932 0.335
H 8.37684 3.67715 -2.91550 0.716
H 6.88179 3.64687 -3.73624 0.357
H 7.53247 1.48924 -2.14185 0.345
H 5.87907 1.62367 -2.47712 0.176
H 6.36985 1.61448 -0.80230 0.325
C -3.46335 1.91901 1.45342 -1.573
C -2.35686 1.43503 0.54801 0.875
N -2.06468 -0.06316 0.72180 1.379
C -1.56305 -0.27019 2.17462 -1.159
C -3.35621 -0.87859 0.40763 -0.484
C -3.16602 -2.40591 0.60586 -0.735
C -0.97506 -0.42393 -0.23909 -0.564
C 0.34599 0.25353 -0.02852 0.212
O 0.46340 1.46927 -0.78510 0.526
C 1.80787 1.90016 -0.70883 -0.628
H -3.42453 2.99627 1.57235 0.334
H -3.35159 1.49897 2.43924 0.299
H -4.42953 1.61019 1.00667 0.438
H -1.34371 1.93080 0.69208 -0.627
H -2.63003 1.55146 -0.55984 0.352
H -1.17482 0.67438 2.54276 0.374
H -0.86391 -1.09682 2.21516 -0.141
H -2.41472 -0.57198 2.80270 0.610
H -3.69837 -0.68400 -0.62743 0.422
H -4.13379 -0.55947 1.15602 0.379
H -4.07573 -3.02888 0.44891 0.455
H -2.88889 -2.62719 1.67249 0.202
H -2.36194 -2.84817 0.06099 -0.067
H -1.26547 -0.25309 -1.24597 0.579
H -0.79295 -1.53012 -0.21880 -0.868
H 1.10494 -0.44956 -0.39389 -0.006
H 0.42626 0.36117 1.04831 0.146
H 1.90391 2.71422 -1.42920 -0.208
H 2.58288 1.20095 -1.03142 0.221
H 1.98342 2.30896 0.29592 0.162
C 4.59562 -1.67285 -6.30472 -1.258
C 3.50696 -2.62667 -5.96111 -0.059
N 3.77335 -3.44088 -4.69861 0.646
C 2.71211 -4.49388 -4.57370 -1.126
C 5.07998 -4.20423 -4.62397 -0.470
C 5.46425 -4.92320 -5.95176 -1.200
C 3.77182 -2.47633 -3.50658 -2.313
C 2.61201 -1.55615 -3.20302 1.338
O 2.66279 -0.42750 -4.03322 -0.015
C 1.53965 0.44127 -3.96140 -0.141
H 4.60382 -0.81692 -5.58595 0.170
H 4.32309 -1.19022 -7.22847 0.502
H 5.58552 -2.05024 -6.55377 0.311
H 3.37118 -3.34195 -6.78794 0.716
H 2.57429 -2.04977 -5.80588 -0.051
H 2.70675 -5.21528 -5.39622 0.536
H 1.72300 -3.94381 -4.56736 0.045
H 2.82248 -4.96764 -3.61880 0.547
H 5.02007 -5.04232 -3.87429 0.388
H 5.87859 -3.50272 -4.34286 0.429
H 5.27980 -4.35157 -6.84761 0.302
H 4.74270 -5.73565 -5.92776 0.350
H 6.42689 -5.31301 -5.64495 0.411
H 4.67061 -1.89841 -3.54237 0.571
H 3.83120 -3.13588 -2.64197 0.561
H 2.67707 -1.24465 -2.15700 0.108
H 1.70535 -2.14786 -3.26247 -0.565
H 1.22901 0.49047 -2.94478 -0.099
H 0.71229 -0.03378 -4.54928 0.198
H 1.78366 1.41434 -4.50418 0.043
C 1.96633 0.62275 8.35899 -0.866
C 0.83486 -0.32934 7.89414 -0.798
N 1.11997 -1.02099 6.58348 0.603
C 2.45458 -1.72899 6.59233 -1.114
C 0.02704 -1.94928 6.28753 -0.156
C -0.17987 -3.14228 7.24709 -1.330
C 1.19719 -0.08129 5.40513 -0.385
C 0.11826 0.96730 5.45565 0.427
O -1.17212 0.46635 5.44949 -0.396
C -2.15855 1.47968 5.25925 -0.053
H 2.79696 0.52684 7.66849 0.182
H 2.26765 0.60247 9.39903 0.367
H 1.53766 1.63404 8.27212 0.188
H -0.08175 0.17618 7.75734 0.517
H 0.75220 -1.14125 8.55850 0.634
H 2.39733 -2.43548 5.77634 0.318
H 2.48190 -2.33765 7.48716 0.340
H 3.29511 -1.03510 6.45580 0.519
H 0.34621 -2.47387 5.34565 0.107
H -0.83460 -1.33972 6.11560 0.446
H -0.30168 -2.97630 8.31703 0.340
H 0.65037 -3.85507 7.12049 0.370
H -1.09623 -3.63836 6.85854 0.402
H 1.02649 -0.72629 4.51842 -0.159
H 2.15376 0.39899 5.33140 0.353
H 0.35634 1.47758 4.47195 -0.272
H 0.26945 1.79724 6.18145 0.263
H -1.97889 1.96474 4.31077 -0.220
H -2.02424 2.19907 6.09468 0.138
H -3.12298 1.09383 5.38780 0.342
C -0.76881 3.65706 -3.39006 -0.733
C -1.68517 4.49072 -2.60938 -0.714
N -1.40890 5.95374 -2.76103 0.474
C -2.44084 6.69290 -2.01214 -1.136
C -0.02119 6.44700 -2.25355 -1.089
C 0.38425 5.97057 -0.94303 -0.548
C -1.45441 6.42112 -4.20944 -0.581
C -2.77403 6.42543 -4.83049 -0.909
O -3.15423 5.08251 -5.01353 -0.109
C -4.25201 4.93474 -5.89802 -0.955
H 0.30806 3.86756 -3.14485 -0.065
H -0.88467 3.78972 -4.46978 0.426
H -0.97351 2.65425 -3.10073 0.389
H -1.61071 4.40443 -1.50301 0.435
H -2.71298 4.41913 -2.84903 0.507
H -3.44263 6.36511 -2.30459 0.477
H -2.61445 7.78035 -2.23151 0.365
H -2.39038 6.55703 -0.96040 0.288
H 0.00689 7.49421 -2.22865 0.653
H 0.67325 6.02594 -2.95950 0.700
H 1.28419 6.62567 -0.69083 0.432
H 0.65105 4.97303 -0.76245 -0.123
H -0.33405 6.20704 -0.09409 0.118
H -0.89129 5.72218 -4.79744 0.340
H -1.14375 7.45808 -4.09769 0.492
H -2.73946 6.92717 -5.83083 0.529
H -3.54331 7.00938 -4.33704 0.478
H -4.14514 5.30764 -6.92464 0.323
H -5.11686 5.42376 -5.54449 0.383
H -4.59221 3.90403 -5.91096 0.293
C 2.74118 4.51543 4.50037 -0.954
C 2.34917 5.99250 4.42316 -0.473
N 1.21382 6.41312 5.32185 0.266
C 1.55851 6.12264 6.72571 -0.988
C 1.00665 7.90606 5.24482 -0.452
C 0.51935 8.57007 3.97225 -1.270
C -0.02180 5.70943 4.92165 0.235
C -1.30439 5.92345 5.78728 -1.077
O -1.05330 5.14328 6.92648 -0.234
C -2.21451 4.91660 7.78408 -0.820
H 3.68314 4.44399 3.95754 0.518
H 2.01416 3.95351 3.90649 0.045
H 2.89570 4.09426 5.49930 0.265
H 2.03159 6.26543 3.41562 0.346
H 3.21044 6.63158 4.68462 0.449
H 1.50761 5.04319 6.77561 0.346
H 0.71242 6.53257 7.27779 0.515
H 2.54082 6.51436 7.02920 0.280
H 1.97191 8.25470 5.49088 0.581
H 0.32238 8.13922 6.09990 0.451
H 0.55486 9.63026 4.11258 0.446
H -0.51454 8.27473 3.79109 0.304
H 1.06611 8.21421 3.08737 0.304
H 0.19974 4.62132 4.92018 -0.219
H -0.17908 5.99535 3.88052 0.399
H -2.14707 5.48228 5.24294 0.522
H -1.52749 6.96470 6.15677 0.366
H -2.72559 5.85861 7.88315 0.344
H -1.79984 4.62898 8.75778 0.278
H -2.88412 4.12389 7.38518 0.232
C 2.40396 -10.38842 -2.89445 -1.253
C 1.48572 -10.63119 -1.73481 -0.347
N 1.31285 -9.41145 -0.86196 0.251
C 2.54911 -9.10676 -0.12407 -0.873
C 0.98147 -8.24261 -1.69170 -1.154
C -0.14664 -8.39008 -2.65767 -1.381
C 0.22484 -9.78457 0.15937 -0.764
C -0.36098 -8.61375 0.86028 -0.528
O 0.61427 -7.98729 1.69708 -0.294
C 0.04296 -7.02306 2.54150 -0.613
H 2.48018 -11.33409 -3.42099 0.448
H 3.42845 -10.11445 -2.66074 0.320
H 1.91689 -9.76147 -3.66290 0.273
H 1.87710 -11.41302 -1.09566 0.531
H 0.45961 -10.86234 -2.06332 0.401
H 2.75524 -9.90124 0.55851 0.383
H 2.43624 -8.15894 0.41163 0.306
H 3.37958 -8.89561 -0.82953 0.384
H 1.85167 -7.97252 -2.26512 0.699
H 0.77825 -7.39328 -1.04915 0.793
H -0.28399 -7.34506 -2.93055 0.182
H -1.08701 -8.69262 -2.15476 0.254
H 0.00051 -8.98768 -3.53860 0.445
H 0.64984 -10.51454 0.84097 0.496
H -0.56432 -10.26674 -0.39699 0.453
H -1.16061 -9.10022 1.50226 0.438
H -0.93117 -7.90596 0.22247 0.360
H -0.39432 -6.31274 1.85781 0.164
H 0.82670 -6.50471 3.06778 0.246
H -0.68409 -7.53371 3.20940 0.315
N -1.74208 -3.76419 -3.91878 -0.783
S -1.13200 -4.19641 -2.53040 1.285
O 0.11336 -4.87888 -2.70272 -0.401
O -2.08810 -4.90667 -1.80882 -0.678
F -0.74668 -2.85038 -1.83725 0.121
S -1.37841 -2.47118 -4.70177 0.987
O -1.98659 -2.36509 -5.94479 -0.666
O 0.03832 -2.22568 -4.74873 -0.455
F -2.08144 -1.30604 -3.79033 -0.255
N 1.84276 -2.07764 1.42436 -0.022
S 1.39487 -3.58587 1.52313 0.676
O 2.13655 -4.59015 0.86988 -0.531
O 0.09896 -3.55635 0.94162 -0.350
F 1.40015 -3.87520 3.19912 -0.258
S 3.13440 -1.41422 2.21225 0.853
O 4.04542 -0.73830 1.26969 -0.455
O 3.67180 -1.86302 3.49716 -0.580
F 2.20033 0.00056 2.72442 -0.288
N 4.79016 5.12415 -4.45869 -0.114
S 4.13282 6.59923 -4.38307 0.956
O 4.91923 7.68014 -3.92555 -0.569
O 2.83598 6.64689 -3.85651 -0.514
F 4.05289 6.87236 -5.91240 -0.283
S 3.93116 3.86848 -4.13552 0.643
O 2.66640 3.67297 -4.78225 -0.588
O 3.97293 3.47967 -2.75123 -0.181
F 4.89837 2.76991 -4.76086 -0.339
N -0.04514 4.03848 2.03272 0.738
O -1.01994 4.33043 1.28016 -0.628
O -0.16886 3.09117 2.91433 -0.640
O 1.05552 4.53903 1.92245 -0.662